(1)
{
  "formula": "C55H57N8ORhSSi4Te",
  "method": "ωB97M-V/def2-TZVPD",
  "species": ["Rh", "C", "C", "C", "C", "C", "N", "C", "N", "C", "C", "C", "C", "C", "C", "C", "C", "N", "C", "N", "C", "N", "C", "N", "C", "N", "C", "C", "C", "C", "C", "C", "C", "C", "C", "C", "C", "C", "N", "C", "C", "H", "H", "H", "H", "H", "H", "H", "H", "H", "H", "H", "H", "H", "H", "H", "H", "O", "S", "C", "C", "C", "C", "C", "C", "C", "C", "C", "C", "C", "C", "C", "C", "H", "H", "H", "H", "H", "H", "H", "H", "H", "H", "H", "H", "H", "H", "C", "Si", "C", "C", "Si", "Te", "Si", "C", "C", "C", "Si", "C", "C", "C", "H", "H", "H", "H", "H", "H", "H", "H", "H", "H", "H", "H", "H", "H", "H", "H", "H", "H", "H", "H", "H", "H", "H", "H", "H", "H", "H"],
  "coordinates": [[1.04764, 2.08630, -0.60361], [0.36614, 2.47420, 5.87989], [1.08734, 1.28330, 5.88119], [1.60904, 0.75990, 4.70779], [1.37544, 1.44370, 3.52719], [1.77534, 1.21360, 2.14629], [1.21044, 2.17860, 1.36309], [0.60114, 3.11540, 2.15719], [0.21084, 4.29870, 1.77509], [0.22584, 4.69230, 0.50439], [0.31344, 6.05710, 0.06109], [0.58154, 7.25520, 0.71019], [0.79094, 8.37970, -0.06481], [0.71984, 8.33170, -1.46061], [0.42334, 7.15340, -2.11861], [0.22814, 6.01490, -1.35081], [0.09074, 4.63030, -1.70141], [-0.04616, 4.18880, -2.94491], [0.36134, 3.01540, -3.32811], [1.09724, 2.14870, -2.57071], [1.65684, 1.20280, -3.37721], [2.57824, 0.34950, -3.01261], [3.01044, 0.23500, -1.75811], [2.36954, 0.65730, -0.62581], [3.05514, 0.22580, 0.47599], [2.66084, 0.33670, 1.74409], [4.25524, -0.42870, 0.04099], [5.35584, -0.94150, 0.71519], [6.38114, -1.48800, -0.03081], [6.33734, -1.49310, -1.42861], [5.27564, -0.94120, -2.11411], [4.22054, -0.42640, -1.37551], [1.18294, 1.40790, -4.73961], [1.43534, 0.77140, -5.94111], [0.81784, 1.26400, -7.08191], [-0.02916, 2.36810, -7.02911], [-0.27086, 3.02840, -5.83601], [0.34154, 2.53800, -4.69751], [0.14294, 3.85960, -0.57821], [0.63944, 2.64850, 3.53129], [0.14694, 3.18120, 4.70899], [-0.02456, 2.85830, 6.80929], [1.25464, 0.77130, 6.81879], [2.17144, -0.16090, 4.70809], [0.64794, 7.29090, 1.78539], [1.03004, 9.31810, 0.41299], [0.92414, 9.22690, -2.03031], [0.37104, 7.09900, -3.19431], [5.40104, -0.90010, 1.79229], [7.24474, -1.90830, 0.46549], [7.16534, -1.91270, -1.98061], [5.25174, -0.89680, -3.19211], [2.09514, -0.08100, -5.98631], [1.00594, 0.79210, -8.03521], [-0.49966, 2.71810, -7.93671], [-0.90856, 3.89780, -5.78231], [-0.38756, 4.11780, 4.70769], [-1.92776, 1.62040, -0.44171], [-2.58196, 2.31100, 0.68499], [-2.23606, 1.18070, 2.10329], [-2.77356, 1.71250, 3.38549], [-3.23146, 0.84400, 4.36869], [-3.73836, 1.33710, 5.55679], [-3.78936, 2.70410, 5.77289], [-3.33126, 3.57480, 4.79839], [-2.82426, 3.08310, 3.61009], [-4.41866, 1.94960, 0.56179], [-4.73826, 0.50200, 0.52909], [-4.44616, -0.24820, -0.60551], [-4.74116, -1.59700, -0.64411], [-5.34286, -2.20870, 0.44199], [-5.63026, -1.47320, 1.57909], [-5.31576, -0.12700, 1.62819], [-1.14686, 1.12490, 2.12099], [-2.63146, 0.19530, 1.85009], [-3.18296, -0.22180, 4.19559], [-4.10516, 0.65790, 6.31379], [-4.18616, 3.09100, 6.69929], [-3.37896, 4.64120, 4.95869], [-2.45966, 3.76420, 2.85549], [-4.73236, 2.45220, -0.35281], [-4.85436, 2.44370, 1.42829], [-3.99306, 0.22640, -1.46251], [-4.51686, -2.16930, -1.52931], [-5.58736, -3.25990, 0.39899], [-6.10246, -1.94960, 2.42619], [-5.52566, 0.44890, 2.51929], [0.43214, -3.14550, 2.87249], [-0.58816, -3.83320, 1.40569], [-2.39286, -3.26080, 1.67949], [-0.54966, -5.73830, 1.57289], [0.31394, -3.11030, -0.71761], [-0.30136, -0.65080, -0.94681], [-0.70886, -3.87710, -2.76671], [-0.50926, -5.77370, -2.87111], [-2.55256, -3.48910, -3.08771], [0.28084, -3.13370, -4.22581], [2.55704, -4.06950, -0.75691], [2.64044, -5.99170, -0.76131], [3.46674, -3.59460, -2.36911], [3.52044, -3.59040, 0.82209], [-0.10736, -3.24860, 3.81069], [0.66584, -2.09380, 2.74469], [1.37214, -3.67420, 2.98089], [-2.74496, -3.48870, 2.68309], [-3.07186, -3.73440, 0.97939], [-2.48236, -2.18830, 1.53419], [-0.98796, -6.06440, 2.51119], [0.47044, -6.10160, 1.55229], [-1.08786, -6.23090, 0.77239], [-0.92736, -6.27550, -2.00691], [0.53824, -6.04070, -2.93041], [-0.99566, -6.17270, -3.75481], [-3.19406, -3.95640, -2.34741], [-2.86936, -3.84880, -4.06431], [-2.73346, -2.41920, -3.05831], [1.24494, -3.61930, -4.32591], [0.46494, -2.07260, -4.08741], [-0.24496, -3.25500, -5.16861], [2.16294, -6.43370, -1.62791], [2.18234, -6.43160, 0.11679], [3.67984, -6.31200, -0.77491], [3.21154, -4.27980, -3.17201], [4.54364, -3.63770, -2.23451], [3.22374, -2.59230, -2.70121], [3.29684, -4.27140, 1.63719], [3.28324, -2.58790, 1.15819], [4.59224, -3.62720, 0.65019]],
  "forces_ev_per_a": [[-0.1, -1.5, 0.0], [-0.1, 0.2, 0.0], [0.1, -0.1, -0.1], [0.0, -0.1, 0.0], [-0.4, 0.5, 0.2], [-0.3, 0.1, -0.3], [-0.5, 0.1, 0.6], [0.3, -0.9, -0.3], [0.1, 1.1, -0.5], [-0.4, -0.9, 0.7], [-0.2, 0.6, -0.9], [-0.1, -0.2, 0.0], [0.0, 0.1, 0.0], [0.0, 0.0, 0.0], [-0.1, -0.1, 0.0], [-0.1, 0.5, 0.9], [-0.4, -0.8, -0.4], [0.0, 0.9, 0.2], [0.4, -0.7, 0.3], [-0.6, -0.2, -0.5], [-0.1, 0.2, 0.3], [0.6, 0.0, 0.2], [-0.7, 0.1, -0.5], [0.8, -0.1, -0.1], [-0.8, 0.1, 0.6], [0.6, -0.1, -0.3], [0.5, -0.3, -1.0], [-0.1, 0.1, 0.1], [0.0, 0.0, 0.0], [0.1, 0.1, 0.0], [-0.1, 0.1, 0.0], [0.5, -0.3, 0.9], [-0.5, 0.5, -0.2], [0.0, -0.1, 0.0], [0.1, -0.1, 0.0], [-0.1, 0.1, 0.0], [0.0, 0.0, 0.1], [0.3, -0.5, -0.3], [0.5, 0.7, -0.1], [0.4, -0.5, 0.2], [0.1, 0.0, 0.0], [0.0, 0.0, 0.1], [0.0, -0.1, 0.0], [0.1, -0.1, 0.0], [0.0, 0.0, 0.2], [0.0, 0.1, 0.1], [-0.1, 0.1, 0.0], [0.0, 0.0, -0.1], [0.0, -0.1, 0.1], [0.0, 0.0, 0.1], [0.1, 0.0, 0.0], [0.0, -0.1, -0.1], [0.1, -0.1, 0.0], [0.0, -0.1, -0.1], [0.0, 0.0, -0.1], [-0.1, 0.1, 0.0], [-0.1, 0.1, 0.0], [-0.2, 0.1, -0.9], [-0.7, -0.7, 0.7], [0.0, 0.4, -0.3], [-0.1, 0.1, 0.1], [0.0, 0.0, 0.0], [0.0, 0.0, 0.1], [0.0, 0.1, 0.1], [-0.1, 0.0, 0.1], [-0.1, 0.0, 0.1], [0.6, 0.3, 0.2], [0.0, -0.1, -0.1], [0.0, 0.1, -0.1], [-0.1, -0.1, 0.0], [-0.1, -0.1, 0.0], [0.0, -0.1, 0.1], [0.0, 0.1, -0.1], [0.1, 0.0, -0.1], [0.1, 0.1, -0.1], [0.0, -0.1, 0.0], [0.0, -0.1, 0.0], [-0.1, 0.0, 0.1], [0.0, 0.1, 0.0], [0.1, 0.1, 0.0], [0.1, 0.1, 0.0], [-0.1, 0.1, 0.0], [0.1, 0.1, -0.1], [0.0, -0.1, -0.1], [0.0, -0.1, 0.0], [0.0, 0.0, 0.1], [0.0, 0.1, 0.1], [-0.2, -0.1, -0.6], [-0.3, -0.1, 0.6], [0.7, -0.1, -0.3], [0.1, 0.6, -0.2], [0.5, -0.5, 0.3], [0.1, 1.0, 0.2], [0.0, -0.2, -0.8], [0.0, 0.6, 0.2], [0.6, 0.0, 0.4], [-0.2, -0.1, 0.6], [0.6, -0.4, -0.2], [-0.4, 0.6, 0.0], [-0.4, 0.1, 0.5], [-0.5, 0.1, -0.5], [-0.2, -0.1, 0.1], [0.0, 0.3, -0.1], [0.2, -0.1, 0.0], [0.1, -0.1, 0.2], [-0.1, -0.1, -0.2], [0.0, 0.2, -0.1], [-0.1, 0.1, 0.2], [0.3, -0.1, 0.0], [-0.2, -0.1, -0.3], [-0.1, -0.1, 0.2], [0.3, 0.0, 0.0], [-0.2, 0.0, -0.2], [-0.1, -0.1, 0.2], [0.2, -0.1, -0.2], [0.0, 0.2, 0.0], [0.2, -0.1, 0.0], [0.0, 0.2, 0.1], [-0.2, -0.1, -0.1], [-0.1, 0.0, -0.2], [-0.1, -0.1, 0.2], [0.2, 0.2, 0.0], [-0.2, -0.2, -0.1], [0.2, -0.1, 0.1], [-0.1, 0.2, -0.1], [-0.2, -0.2, 0.1], [-0.1, 0.2, 0.1], [0.1, -0.1, -0.2]],
  "mulliken_charge": [0.712, -0.869, -0.854, -0.100, 0.465, -0.512, 0.258, -0.817, -0.382, -0.301, 0.280, -0.329, -0.603, -0.571, -0.446, 0.163, -0.078, -0.626, -0.453, 0.175, -0.492, -0.239, -0.497, 0.367, -0.889, -0.251, -0.094, 0.321, -0.770, -0.708, 0.220, 0.005, 0.413, -0.092, -0.753, -0.637, -0.348, 0.325, 0.418, 0.483, -0.010, 0.432, 0.429, 0.589, 0.525, 0.413, 0.409, 0.546, 0.477, 0.429, 0.449, 0.469, 0.574, 0.408, 0.421, 0.551, 0.629, -0.429, 0.304, 1.356, 0.648, -0.414, -0.818, -0.623, -0.831, -0.204, -1.620, 0.294, -0.243, -0.401, -0.568, -0.700, -0.113, -0.612, -0.810, 0.580, 0.461, 0.410, 0.473, 0.430, 0.690, 0.513, 0.380, 0.443, 0.416, 0.414, 0.453, -0.695, 0.436, -0.102, -1.194, -0.302, 0.353, 0.456, -1.103, -1.147, -0.734, 0.149, -1.129, -0.970, -0.878, 0.458, -0.154, 0.379, 0.504, 0.201, -0.643, 0.377, 0.253, 0.297, 0.283, 0.225, 0.415, 0.318, 0.457, 0.299, 0.308, -0.108, 0.454, 0.321, 0.269, 0.358, 0.558, 0.356, 0.158, 0.541, 0.120, 0.342],
  "lumo_ev": -2.0,
  "de_lowest_kcal_mol": 78.31,
  "e_tot_ev": -124580.6021,
  "orbital_gap_ev": 4.2
}



(2)
{
  "formula": "BF4H24MgO12",
  "method": "ωB97M-V/def2-TZVPD",
  "species": ["Mg", "B", "F", "F", "F", "F", "O", "H", "H", "O", "H", "H", "O", "H", "H", "O", "H", "H", "O", "H", "H", "O", "H", "H", "O", "H", "H", "O", "H", "H", "O", "H", "H", "O", "H", "H", "O", "H", "H", "O", "H", "H"],
  "coordinates": [[-0.97721, 0.14755, 2.18495], [-0.20118, 0.09995, -0.43402], [0.34700, 0.09877, 0.78700], [0.71419, -0.01903, -1.40876], [-1.01674, -0.99175, -0.41710], [-0.83356, 1.26981, -0.69187], [-3.84193, -1.37687, -0.90087], [-4.02973, -0.73156, -1.58244], [-4.43283, -2.10554, -1.09092], [-0.85038, -1.83547, 2.32051], [-0.87718, -2.25203, 3.18189], [-1.01369, -2.54898, 1.70369], [-0.93538, 2.01884, 2.31023], [-1.63375, 2.67336, 2.32125], [-0.14798, 2.51189, 2.07974], [0.32132, 3.65446, -1.47230], [0.00633, 2.75086, -1.44954], [1.08701, 3.62731, -2.04608], [1.74496, 0.24199, -4.13866], [1.69693, 1.17027, -4.36714], [1.88506, 0.23482, -3.19179], [1.99236, 2.22837, 2.02846], [2.76594, 2.78803, 2.09610], [2.13620, 1.71518, 1.23337], [0.02761, -1.87354, -3.61145], [0.42185, -1.15359, -4.10387], [-0.13086, -1.50998, -2.74028], [-2.65097, 0.20444, 1.07200], [-2.93172, -0.42406, 0.40686], [-3.44667, 0.68604, 1.29816], [3.21021, 0.51979, -0.32474], [3.58558, 1.05943, -1.02052], [2.36005, 0.24385, -0.66725], [0.63476, 0.09264, 3.44111], [0.94389, 0.10031, 4.34699], [1.34433, -0.32021, 2.94888], [2.54341, -1.13871, 2.05175], [3.38350, -1.58918, 2.13872], [2.51113, -0.86601, 1.13479], [-1.69909, -3.36143, -1.56642], [-1.81159, -3.46430, -2.51140], [-2.20100, -2.57588, -1.34910]],
  "forces_ev_per_a": [[0.3, -1.0, 0.1], [-1.5, -0.2, -2.8], [2.4, 0.7, 3.3], [2.4, -0.6, -1.4], [-1.3, -1.1, -0.3], [-1.4, 1.4, 0.3], [0.1, 0.3, 0.3], [0.0, 0.3, -0.4], [-0.2, -0.4, 0.1], [-0.4, -0.3, 0.4], [0.2, -0.2, 0.4], [-0.1, -0.1, -0.7], [-0.8, 1.3, 0.4], [-0.3, 0.2, -0.1], [1.3, 0.2, -0.1], [0.2, 0.2, 0.1], [-0.3, -0.3, 0.0], [0.2, 0.2, -0.2], [0.2, 0.1, -0.2], [0.0, 0.2, -0.2], [0.0, -0.2, 0.3], [-0.6, 0.2, 0.3], [0.2, 0.2, 0.0], [0.3, -0.3, -0.5], [-0.5, -0.6, 0.0], [0.2, 0.3, -0.2], [0.0, -0.1, 0.2], [-0.3, 0.6, 1.2], [-0.1, -0.9, -0.8], [-0.3, 0.3, 0.1], [0.1, 0.1, 0.6], [0.3, 0.1, -0.2], [-0.4, -0.1, -0.5], [-1.1, 0.2, 0.8], [-0.1, 0.3, 0.3], [1.3, -0.6, -0.7], [-0.3, -0.2, 0.2], [0.2, -0.1, 0.2], [0.2, 0.2, -0.3], [-0.1, -0.4, 0.3], [0.2, -0.1, -0.4], [-0.1, 0.3, 0.0]],
  "nbo_charge": [1.820, 1.291, -0.585, -0.549, -0.558, -0.543, -0.976, 0.496, 0.506, -1.012, 0.511, 0.536, -1.038, 0.517, 0.553, -0.950, 0.480, 0.462, -0.938, 0.475, 0.473, -0.981, 0.490, 0.492, -0.965, 0.489, 0.465, -1.036, 0.549, 0.506, -0.980, 0.491, 0.483, -1.046, 0.516, 0.531, -0.971, 0.504, 0.500, -0.961, 0.483, 0.472],
  "lumo_ev": -3.5,
  "e_tot_ev": -41955.9891,
  "orbital_gap_ev": 9.1,
  "charge": 1
}